{"formula": "C33H99O44P11", "method": "ωB97M-V/def2-TZVPD", "homo_lumo_gap_ev": [1.2, 10.0], "e_lumo_ev": [1.8, 1.8], "multiplicity": 2, "charge": -1, "energy_ev": -228110.3992, "s_squared": 0.750, "species": ["C", "O", "P", "O", "O", "C", "O", "C", "H", "H", "H", "H", "H", "H", "H", "H", "H", "C", "O", "P", "O", "O", "C", "O", "C", "H", "H", "H", "H", "H", "H", "H", "H", "H", "C", "O", "P", "O", "O", "C", "O", "C", "H", "H", "H", "H", "H", "H", "H", "H", "H", "C", "O", "P", "O", "O", "C", "O", "C", "H", "H", "H", "H", "H", "H", "H", "H", "H", "C", "O", "P", "O", "O", "C", "O", "C", "H", "H", "H", "H", "H", "H", "H", "H", "H", "C", "O", "P", "O", "O", "C", "O", "C", "H", "H", "H", "H", "H", "H", "H", "H", "H", "C", "O", "P", "O", "O", "C", "O", "C", "H", "H", "H", "H", "H", "H", "H", "H", "H", "C", "O", "P", "O", "O", "C", "O", "C", "H", "H", "H", "H", "H", "H", "H", "H", "H", "C", "O", "P", "O", "O", "C", "O", "C", "H", "H", "H", "H", "H", "H", "H", "H", "H", "C", "O", "P", "O", "O", "C", "O", "C", "H", "H", "H", "H", "H", "H", "H", "H", "H", "C", "O", "P", "O", "O", "C", "O", "C", "H", "H", "H", "H", "H", "H", "H", "H", "H"], "xyz": [[1.35012, -4.38491, 3.19712], [1.63762, -4.84088, 1.88708], [0.56132, -5.20544, 0.73121], [0.07742, -6.61815, 0.70592], [-0.53984, -4.03704, 0.98444], [-1.70866, -3.85917, 0.10979], [1.36713, -4.83015, -0.64872], [2.42980, -5.61714, -1.22650], [1.69273, -5.09158, 3.95299], [0.30201, -4.18623, 3.42090], [1.97809, -3.51315, 3.38094], [-1.66091, -4.60036, -0.68800], [-1.93286, -2.81816, -0.12288], [-2.53895, -4.23357, 0.70857], [3.36545, -5.12224, -1.48674], [2.28130, -6.26519, -2.09026], [2.74749, -6.34671, -0.48158], [-8.07144, -0.22970, 3.08836], [-7.68612, 1.09467, 3.47500], [-6.86934, 2.05572, 2.41966], [-6.34634, 1.33778, 1.20371], [-5.68916, 2.75818, 3.32354], [-4.78999, 1.84554, 3.93918], [-8.01571, 3.23961, 2.15469], [-8.80664, 3.62734, 3.27788], [-9.01362, -0.33828, 3.62560], [-7.35880, -0.87725, 3.59916], [-8.10622, -0.29015, 2.00059], [-5.12047, 0.81119, 3.84433], [-4.61606, 2.03792, 4.99788], [-3.76581, 1.79326, 3.56982], [-9.87809, 3.58084, 3.08312], [-8.63325, 4.70295, 3.31111], [-8.46367, 3.16327, 4.20260], [3.74746, 0.36485, 4.20638], [3.45672, -0.90120, 4.72229], [2.70032, -1.21308, 6.13473], [1.79083, -2.40683, 6.23252], [2.12234, 0.20069, 6.54878], [0.70706, 0.31256, 6.68896], [3.96877, -1.40197, 7.23109], [3.82858, -0.88869, 8.56047], [3.31272, 0.48611, 3.21421], [4.81379, 0.39581, 3.98258], [3.49994, 1.22649, 4.82638], [0.35099, -0.64378, 7.07200], [0.32841, 0.55015, 5.69484], [0.31482, 1.10139, 7.33084], [2.86806, -0.37974, 8.64101], [4.62082, -0.16234, 8.74175], [4.20991, -1.63371, 9.25877], [1.11760, 3.76276, -0.36236], [2.06875, 4.25263, 0.55068], [1.53315, 4.87578, 1.91950], [0.33569, 4.25256, 2.56567], [2.89180, 4.85142, 2.78443], [2.84556, 4.45976, 4.11020], [1.44797, 6.45760, 1.67849], [2.40222, 7.40523, 2.17942], [1.41854, 4.06435, -1.36564], [0.05390, 3.95404, -0.22078], [1.31792, 2.69149, -0.34333], [1.94702, 3.88205, 4.32692], [2.77876, 5.43806, 4.58620], [3.76598, 3.95546, 4.40449], [1.96684, 7.94172, 3.02247], [2.56916, 8.22268, 1.47799], [3.40886, 7.02231, 2.34719], [0.32848, -1.44340, -2.47579], [-0.31513, -1.42231, -1.16035], [-0.33880, -0.08658, -0.29858], [-0.75800, 1.20388, -0.86209], [-1.12545, -0.43452, 1.11945], [-1.47886, 0.51906, 2.05717], [1.14704, -0.02883, 0.40310], [1.91702, -1.13501, 1.00717], [1.06143, -2.24525, -2.56477], [0.92523, -0.53842, -2.58984], [-0.32608, -1.59173, -3.33466], [-1.34231, 0.07378, 3.04266], [-2.56520, 0.54768, 1.97261], [-0.96672, 1.47856, 1.98533], [1.73794, -1.01781, 2.07595], [2.95716, -1.19860, 0.68752], [1.57865, -2.12699, 0.70786], [-2.05539, -1.03743, -6.12964], [-1.75170, -1.93121, -7.13528], [-0.80131, -3.20029, -6.75801], [-0.97744, -3.74690, -5.43854], [-1.21989, -4.17704, -7.95793], [-2.41457, -4.85900, -8.00497], [0.72832, -2.86541, -7.13422], [1.05022, -2.33244, -8.44859], [-3.13712, -0.92152, -6.06241], [-1.59057, -0.07492, -6.34322], [-1.86261, -1.43228, -5.13213], [-2.39982, -5.79171, -7.44111], [-2.87417, -4.91443, -8.99178], [-3.18198, -4.24147, -7.53824], [0.86741, -1.26905, -8.60316], [0.52826, -2.96152, -9.16964], [2.10498, -2.55995, -8.60287], [2.77772, 0.29188, -6.83365], [1.43647, 0.76925, -6.97300], [1.04917, 2.30489, -6.78376], [2.07134, 3.29769, -7.26464], [-0.40846, 2.31685, -7.58253], [-0.79181, 3.40080, -8.44042], [0.59531, 2.45490, -5.18019], [1.61672, 2.29387, -4.24936], [3.57269, 1.02929, -6.72252], [2.95463, -0.33306, -7.70901], [2.76854, -0.34222, -5.94712], [-1.80231, 3.69848, -8.16044], [-0.68239, 3.02288, -9.45694], [-0.28336, 4.35397, -8.29535], [1.12730, 2.33897, -3.27646], [2.36782, 3.05434, -4.46298], [2.12327, 1.33362, -4.34653], [-4.49989, -2.39181, 2.30128], [-5.39335, -3.25080, 2.93585], [-5.08727, -4.81235, 3.29685], [-3.77304, -5.11366, 3.96721], [-6.38226, -5.27807, 4.13731], [-6.32434, -5.35662, 5.58398], [-5.28183, -5.50911, 1.77822], [-6.29772, -5.06885, 0.92570], [-4.74021, -2.29492, 1.24253], [-3.49228, -2.79415, 2.40590], [-4.46264, -1.37684, 2.69697], [-6.80248, -6.24666, 5.99301], [-6.87777, -4.50103, 5.97099], [-5.45493, -5.21308, 6.22556], [-6.46856, -5.93032, 0.28011], [-5.91893, -4.47478, 0.09402], [-7.19216, -4.74612, 1.45854], [3.88186, 1.76833, -1.17997], [5.31808, 1.56738, -1.13600], [6.25557, 1.64550, 0.24827], [5.71624, 0.85073, 1.41972], [7.67314, 1.25526, -0.43523], [8.69685, 0.60124, 0.35132], [6.39002, 3.29681, 0.54026], [5.34644, 4.00023, 1.09962], [3.33628, 1.10671, -1.85279], [3.49766, 2.69932, -1.59681], [3.32024, 1.56872, -0.26737], [8.61844, 0.49626, 1.43342], [9.65153, 1.10264, 0.19231], [8.86481, -0.41583, -0.00287], [4.37082, 3.51457, 1.11943], [5.21602, 4.84020, 0.41732], [5.66726, 4.39202, 2.06485], [7.17751, -5.22521, -4.56700], [5.84423, -5.34811, -4.80987], [4.82117, -4.17050, -4.64087], [4.90970, -3.18553, -5.73842], [4.94389, -3.54212, -3.14594], [4.10126, -2.43437, -2.86856], [3.46193, -5.06162, -4.55636], [2.20905, -4.56581, -4.90160], [7.83390, -5.03808, -5.41684], [7.60604, -5.90614, -3.83161], [7.54147, -4.35594, -4.01926], [3.49703, -2.76107, -2.02223], [3.47144, -2.10796, -3.69615], [4.77207, -1.62818, -2.57166], [2.25118, -3.65006, -5.49128], [1.52394, -4.20933, -4.13242], [1.68546, -5.23118, -5.58807], [-6.11364, 6.12506, 3.50403], [-4.74702, 6.69708, 3.70312], [-3.60973, 6.37804, 2.61236], [-3.40017, 7.42220, 1.55025], [-3.89607, 4.90450, 2.05219], [-3.22735, 4.29578, 0.91930], [-2.34755, 6.02190, 3.54555], [-1.18057, 6.65971, 3.18878], [-6.39852, 5.52579, 2.63926], [-6.66170, 7.06255, 3.59800], [-6.24907, 5.40092, 4.30738], [-2.24134, 4.75967, 0.94562], [-3.83995, 4.57630, 0.06249], [-3.09995, 3.21582, 0.99396], [-1.36202, 7.71560, 3.38946], [-0.95697, 6.66376, 2.12197], [-0.32286, 6.30295, 3.75900]], "forces_ev_per_angstrom": [[0.3346, 0.2672, 1.2103], [-0.9148, -0.4821, -1.7530], [0.1855, -0.7104, 0.3573], [0.4646, 1.9230, 0.0373], [1.0618, -0.3453, -1.2917], [-0.3582, -1.6353, 1.3268], [-0.2844, 0.4824, 0.0313], [0.8902, -1.6308, 1.3580], [-0.0264, -0.4465, -0.2997], [0.0335, 0.1425, -0.4614], [-0.3491, 0.2794, -0.1428], [0.1879, 0.6713, -0.5601], [0.7619, -0.2787, -0.2221], [-0.1599, 0.1154, 0.1500], [-0.4614, 1.1727, 0.2851], [-1.4303, 0.5089, -0.2513], [0.0146, -0.0403, 0.2525], [0.1199, 0.4684, 1.0459], [1.4208, 1.8116, -1.0193], [-0.1671, -0.5675, -0.5107], [-1.2270, 1.4960, 2.0341], [-1.7757, -0.3956, -0.8794], [0.9261, -1.3150, 0.7122], [2.1318, -2.2042, 0.0100], [0.4174, 1.6449, -0.0062], [-0.2796, -0.4176, -0.6271], [0.0493, -0.4769, -0.6431], [-0.1016, -0.4952, 0.2257], [-0.3551, -0.0258, 0.1306], [-0.7113, 0.3989, 0.0666], [-0.1443, 0.8092, -0.8883], [0.0927, -0.8798, -0.0647], [0.0514, 0.1656, 0.5843], [-0.4515, -0.0028, -0.1009], [1.1411, 1.1531, -1.0691], [-1.5564, -1.8139, 2.1626], [1.7431, -1.6246, 1.0227], [1.4339, 2.2551, -0.8952], [0.2176, 0.2866, 0.4991], [-1.0743, -0.3802, -0.5629], [-1.3441, 0.5144, -1.8822], [1.2162, 0.4092, -0.5659], [-0.4904, -0.0956, 0.1345], [0.1472, 0.0113, 0.2836], [-0.2448, -0.3451, 0.2171], [-0.4069, 0.1053, -0.2812], [-0.3943, -0.3288, 0.0194], [1.0073, 0.2055, 0.2993], [0.0579, -0.5412, 0.8691], [-0.0962, 0.7313, -0.5324], [-1.3393, -0.5752, 0.1627], [0.3633, -1.8295, -1.5714], [-0.4182, 1.4540, 1.5789], [0.4322, 0.0612, 1.3517], [1.6973, 0.7688, -1.4429], [-0.5473, -1.0192, -2.7568], [-0.2512, 0.7909, 1.5187], [0.0843, -0.1999, -0.3235], [0.0310, 0.9934, -0.3101], [-0.1259, 0.4702, 0.0206], [0.2525, 0.2340, 0.5129], [-0.8041, -0.1943, -0.1059], [0.1752, -0.1657, 0.1435], [0.0428, -0.3234, 1.1823], [-0.0995, -0.0882, -0.1428], [0.1632, -0.5260, 0.4589], [-0.4335, -0.2957, -0.6713], [-0.4227, -0.3978, 0.3855], [0.8358, 0.3481, 0.1579], [-0.4155, 0.1692, -0.4858], [1.2473, 0.1633, 4.2034], [0.4561, -0.7699, -0.4768], [1.1912, -2.1044, -3.8264], [-1.3025, 0.1685, 0.9590], [0.5044, -0.1160, -1.6247], [-1.3751, -0.1691, -0.2904], [-0.2265, -0.3451, 0.7647], [-0.2712, 0.2453, -0.1820], [-0.6077, 0.2965, 0.5440], [0.5294, 0.0888, 0.1008], [-0.1735, 1.0469, 0.0402], [-0.1223, 0.0066, -0.1426], [0.5646, -0.1628, -0.0267], [0.0972, 1.1313, 0.1935], [-0.7808, 0.0877, -0.0644], [-1.1655, 1.2511, 1.4990], [1.5380, -2.2758, -0.7351], [-0.2787, 0.5335, -2.8401], [0.1231, -0.1959, 1.5348], [2.1334, 0.7685, -0.2801], [-2.5352, 0.4068, 0.9156], [-1.3138, 0.6767, 0.0431], [0.3077, -1.2277, -0.2673], [-0.1601, 0.2726, -0.5126], [0.0596, -0.0171, 0.3331], [0.7240, 0.1203, 0.0026], [0.2190, -0.1547, -0.4055], [0.9594, -0.5264, -0.4157], [-0.1860, 0.0403, 0.5707], [-0.2940, -0.1142, 0.4665], [-0.1956, 0.3844, -0.1903], [0.0462, 0.2304, 0.2348], [0.0980, -0.9729, 0.1970], [-0.4050, 1.1453, 0.1104], [-0.8888, 1.4102, -0.3301], [-1.6438, -1.6032, 0.9894], [2.2561, 0.0846, 1.8010], [-0.2653, 0.3122, 0.2729], [-0.8002, -0.3774, -3.7036], [0.8521, -0.0098, 0.3898], [-0.4230, 0.3716, -0.1962], [0.2550, 0.1017, 0.1214], [0.2387, -0.1186, -0.0631], [-0.3192, -0.6328, -0.3692], [-0.2744, 0.4110, -0.0090], [0.8843, -0.4165, 0.0216], [0.3867, 0.2522, 0.0977], [0.1364, 0.2228, 0.7127], [-0.0859, -0.3060, 0.0438], [1.6586, 0.1541, -0.8802], [-1.3627, -1.5960, 1.5791], [1.6995, -0.1092, -0.9646], [-2.5272, 0.5744, -1.5550], [1.4374, 0.0976, 0.0208], [-1.1945, 1.0645, 1.3775], [1.2058, 0.7412, 3.4761], [-0.2010, -1.1151, -1.5543], [-0.0845, -0.1409, -0.0878], [0.1894, 0.1093, -0.1475], [-0.5272, -0.1692, 0.4861], [-0.1073, -0.1906, -0.8057], [-0.6627, -0.0017, -0.3214], [1.2438, -0.3645, -1.4509], [-0.9180, -0.5831, 0.4942], [0.0764, 1.3880, 0.7448], [0.0947, 0.2483, -0.4251], [-0.9474, -0.3592, 0.1591], [0.2105, 0.1909, 1.2575], [-1.9606, 0.8123, 0.0838], [1.3525, 1.5092, -2.3035], [-1.2218, 0.2404, 1.6614], [1.1717, -0.5314, -0.2105], [1.7912, -4.3697, -1.3236], [-1.1155, 1.5993, 0.0008], [0.9965, -0.9324, -0.3929], [1.0949, 0.7696, 0.3858], [0.6756, 0.1908, 0.5809], [-1.0201, 0.5262, -0.0311], [-0.2331, 0.3936, -0.2409], [-0.4501, 0.0012, -0.3159], [0.2763, -0.3645, 0.3545], [-0.2507, 0.3885, 0.2019], [-0.3661, -0.1807, 0.1756], [3.6442, 1.4953, 1.3437], [-1.3446, -0.4252, 0.6498], [-1.6586, 0.4933, -0.2865], [-0.3768, -0.2540, 0.8387], [0.7553, -1.5219, -1.9679], [0.1257, 0.3745, 0.8814], [1.8168, 0.2277, 0.4801], [-1.4714, 1.6590, -1.6550], [-0.4809, -1.0802, -0.7075], [-0.4805, -1.1911, -0.7052], [-1.1928, 1.0595, 0.3322], [-0.2299, 0.3647, 0.0095], [0.1042, -0.1661, -0.1391], [-0.3066, 0.2049, 0.0319], [0.6852, 0.0934, -0.2931], [0.3127, -0.8952, 0.8786], [0.0722, -0.4499, 0.4416], [0.5915, 0.7850, 1.1879], [0.0109, -1.8598, -1.8293], [0.5399, -0.2811, -1.2418], [-0.2616, -1.4811, 1.7926], [-1.3013, -0.0503, 0.7303], [0.1547, 1.4949, 0.4333], [-1.7622, -0.4084, -0.1041], [1.4295, 2.2693, -0.2562], [0.9275, 0.5966, -0.6805], [-0.7709, -0.6529, 0.0292], [-0.1553, 0.4738, 0.3758], [0.1716, -0.2387, -0.7900], [0.4969, -0.2094, -0.2705], [-0.4607, 0.1224, 0.4809], [0.5897, 0.3764, 0.2506], [-0.0372, -0.5837, 0.0546], [-0.3985, -0.1725, -0.0149]], "lowdin_charge": [-0.10, -0.23, 0.47, -0.26, -0.24, -0.06, -0.24, -0.10, 0.09, 0.09, 0.07, 0.09, 0.07, 0.07, 0.07, 0.09, 0.08, -0.09, -0.30, 0.54, -0.27, -0.24, -0.14, -0.24, -0.13, 0.08, 0.08, 0.08, 0.06, 0.07, 0.07, 0.09, 0.07, 0.09, -0.13, -0.22, 0.51, -0.26, -0.27, -0.15, -0.25, -0.13, 0.07, 0.08, 0.08, 0.07, 0.07, 0.07, 0.08, 0.07, 0.08, -0.12, -0.22, 0.46, -0.24, -0.28, -0.15, -0.22, -0.10, 0.08, 0.09, 0.06, 0.08, 0.08, 0.08, 0.09, 0.08, 0.09, -0.03, -0.23, 0.48, -0.23, -0.25, -0.14, -0.27, -0.04, 0.07, 0.07, 0.08, 0.08, 0.07, 0.09, 0.08, 0.09, 0.06, -0.13, -0.20, 0.42, -0.20, -0.22, -0.14, -0.23, -0.07, 0.09, 0.09, 0.07, 0.10, 0.09, 0.08, 0.08, 0.08, 0.09, -0.09, -0.24, 0.52, -0.26, -0.24, -0.11, -0.23, -0.15, 0.09, 0.08, 0.08, 0.08, 0.09, 0.08, 0.09, 0.09, 0.07, -0.13, -0.25, 0.52, -0.26, -0.21, -0.12, -0.23, -0.16, 0.09, 0.08, 0.07, 0.08, 0.07, 0.09, 0.08, 0.08, 0.09, -0.11, -0.23, 0.57, -0.27, -0.21, -0.12, -0.24, -0.17, 0.07, 0.07, 0.07, 0.08, 0.08, 0.08, 0.06, 0.09, 0.09, -0.17, -0.16, 0.44, -0.24, -0.23, -0.11, -0.20, -0.15, 0.10, 0.10, 0.08, 0.08, 0.07, 0.09, 0.06, 0.08, 0.10, -0.07, -0.21, 0.43, -0.26, -0.26, -0.04, -0.21, -0.20, 0.07, 0.09, 0.08, 0.07, 0.09, 0.08, 0.09, 0.07, 0.08]}